(1)
Entry from the OMol25 dataset: a cluster of 2 separate species, C5H7N in total (ωB97M-V/def2-TZVPD).

```
13
Properties=species:S:1:pos:R:3:mulliken_charge:R:1
C -1.19197 -0.71208 0.89434 -1.239
C -2.00330 -0.09100 0.10112 0.801
N -2.82706 0.47443 -0.58784 -0.541
H -0.93986 -1.74777 0.73919 0.309
H -0.85583 -0.25295 1.80136 0.372
H -2.54073 1.04727 -1.37081 0.283
C 0.39131 1.89716 0.40463 0.069
C 0.71704 0.80204 0.03871 -0.248
C 1.37969 -0.35800 -0.52102 -1.193
H -0.06649 2.75733 0.79432 0.446
H 1.64746 -1.05906 0.26928 0.306
H 2.28956 -0.04487 -1.03343 0.316
H 0.72869 -0.86316 -1.23465 0.319
```

## Properties
**Lowest unoccupied orbital energy**: 0.93 eV
**Energy**: -6784.7398 eV
**Gap between HOMO and LUMO**: 9.435 eV
**Energy above the lowest of the compared OMol25 structures with the same formula, charge and spin**: 87.0 kcal/mol
**Max |F|**: 0.02954 hartree/bohr

(2)
Entry from the OMol25 dataset: an isolated molecule of C5H12N2O (ωB97M-V/def2-TZVPD).

```
20
Properties=species:S:1:pos:R:3:mulliken_charge:R:1
C 0.59738 2.22723 0.25741 -1.358
C -0.04519 1.03402 0.93811 -0.781
C -0.47497 -0.13731 0.06854 1.099
N -1.03218 0.19418 -1.21916 -0.730
N -1.43228 -0.98801 0.73930 -0.601
C 0.92074 -0.90762 -0.09029 0.299
C 0.78713 -2.31556 -0.65350 -1.185
O 2.05517 -0.40621 -0.13808 -0.559
H 0.91769 2.96968 0.99386 0.379
H 1.48379 1.93718 -0.31515 0.283
H -0.08910 2.70580 -0.44798 0.330
H 0.79341 0.47409 1.57053 0.314
H -0.85297 1.37159 1.59688 0.429
H -1.75401 0.89992 -1.10470 0.283
H -0.29596 0.59103 -1.80385 0.296
H -1.51632 -0.78326 1.73204 0.259
H -2.35205 -0.87061 0.32800 0.271
H 1.65119 -2.55790 -1.27776 0.368
H -0.06054 -2.40211 -1.33650 0.356
H 0.69904 -3.03611 0.16227 0.247
```

## Properties
**Lowest unoccupied orbital energy**: 0.96 eV
**Energy**: -10406.5647 eV
**Gap between HOMO and LUMO**: 9.854 eV
**Energy above the lowest of the compared OMol25 structures with the same formula, charge and spin**: 42.9 kcal/mol
**Max |F|**: 0.07560 hartree/bohr

(3)
Entry from the OMol25 dataset: a structure of composition C23H22F5FeN4OS3Se (ωB97M-V/def2-TZVPD).

```
60
Properties=species:S:1:pos:R:3:mulliken_charge:R:1
Fe -1.41022 0.05300 -0.47283 0.318
C 1.86051 -1.50435 -2.28751 -1.229
C 0.36691 -1.56492 -2.39356 0.814
C -0.38672 -0.47602 -2.86581 -0.473
C -1.79915 -0.50038 -2.82094 -1.650
C -2.45617 -1.63758 -2.32706 -0.078
C -1.71194 -2.74373 -1.91265 -0.719
C -0.31709 -2.71350 -1.98186 -0.090
H 2.23188 -0.48415 -2.49600 0.132
H 2.33072 -2.17855 -2.97400 0.429
H 2.09559 -1.74297 -1.26004 0.270
H 0.12865 0.34320 -3.31968 0.803
H -2.40516 0.27611 -3.26552 0.522
H -3.54574 -1.71880 -2.42536 0.458
H -2.22248 -3.62644 -1.55340 0.569
H 0.25609 -3.59969 -1.65548 0.513
N -3.80426 -2.09096 1.47029 -0.270
C -3.88162 -0.76038 1.63987 0.282
N -3.20651 0.07513 0.87235 -0.023
C -3.54886 1.40828 1.17110 -0.099
C -4.39855 1.56055 2.24470 -0.358
S -4.85143 0.00933 2.87897 -0.134
C -3.04939 2.38274 0.22816 -0.234
C -3.56576 3.59957 -0.04664 -0.385
S -2.69537 4.33396 -1.32651 -0.125
C -1.71796 2.91621 -1.49296 0.202
N -1.96647 1.98915 -0.60035 0.851
N -0.70682 2.70160 -2.41988 -0.254
H -3.49028 -2.45410 0.59542 0.108
H -4.45376 -2.65974 2.00346 0.263
H -4.75156 2.48882 2.71397 0.451
H -4.40361 4.09559 0.44677 0.454
H -0.32278 3.54133 -2.88322 0.313
H 0.03314 2.10998 -2.07974 -0.120
O -0.22636 -1.06185 0.63883 -0.325
S -0.53448 -1.33159 2.14305 0.582
C -0.06881 -3.05379 2.43185 -0.571
C 0.98517 -3.04875 3.54276 -0.746
C 1.84290 -1.82579 3.26680 -0.413
C 0.83698 -0.69699 3.16073 -0.754
H 0.39926 -3.36341 1.47730 0.245
H -0.96155 -3.61225 2.66115 0.427
H 1.50379 -3.98924 3.46177 0.375
H 0.50750 -3.01250 4.52399 0.333
H 2.37847 -1.98106 2.32722 0.224
H 2.53519 -1.61218 4.06495 0.411
H 1.15811 0.25524 2.75650 0.172
H 0.34039 -0.51441 4.09086 0.509
F 6.74558 3.10755 -1.77065 -0.227
C 5.58341 2.65405 -1.34577 0.501
C 5.42965 2.21528 -0.00611 0.175
F 6.50045 2.16614 0.77291 -0.258
C 4.17921 1.84491 0.45786 0.096
F 4.01782 1.40314 1.68608 -0.265
C 3.01137 1.94913 -0.34107 0.239
Se 1.29171 1.71580 0.32305 -0.029
C 3.21301 2.32837 -1.66261 0.414
F 2.14928 2.32049 -2.45929 -0.296
C 4.45790 2.66774 -2.15685 -0.061
F 4.49026 3.04767 -3.44935 -0.269
```

## Properties
**Lowest unoccupied orbital energy (alpha / beta)**: -4.90 / -7.85 eV
**Energy**: -178028.6132 eV
**Gap between HOMO and LUMO (alpha / beta)**: 8.712 / 5.749 eV
**2S+1**: 6
**Energy above the lowest of the compared OMol25 structures with the same formula, charge and spin**: 0.0 kcal/mol
**Charge**: +2
**Max |F|**: 0.03815 hartree/bohr

(4)
Entry from the OMol25 dataset: an isolated molecule of C7H8O2 (ωB97M-V/def2-TZVPD).

```
17
Properties=species:S:1:pos:R:3:mulliken_charge:R:1
C -3.09612 -0.70624 -1.01976 0.151
C -2.15211 -0.77087 -0.27900 -0.390
C -1.08480 -0.56437 0.60266 -0.390
C -0.61742 0.91765 0.56511 -0.919
C 0.51367 0.98690 -0.44491 -0.534
C 1.88248 0.45254 0.02525 -0.423
C 1.82782 -1.03772 0.30877 0.420
O 0.01909 -1.35836 1.01771 -0.354
O 2.59061 -1.86658 0.62557 -0.383
H -3.94454 -0.69370 -1.77604 0.380
H -1.45750 1.48442 0.27726 0.495
H -0.31909 1.18797 1.54307 0.323
H 0.11624 0.49627 -1.28947 0.348
H 0.53746 2.04351 -0.83491 0.317
H 2.64472 0.70820 -0.79410 0.306
H 2.38973 0.92671 0.86532 0.303
H 0.14975 -2.20635 0.60750 0.349
```

## Properties
**Lowest unoccupied orbital energy**: -0.62 eV
**Energy**: -11476.4409 eV
**Gap between HOMO and LUMO**: 5.205 eV
**Energy above the lowest of the compared OMol25 structures with the same formula, charge and spin**: 164.2 kcal/mol
**Max |F|**: 0.07405 hartree/bohr

The lowest max |F| belongs to which entry? C5H7N